{
  "formula": "C3H3MgO2Tl",
  "method": "ωB97M-V/def2-TZVPD",
  "gap_ev": 4.660,
  "charge": 0,
  "relative_energy_kj_mol": 0.0,
  "symbols": ["Tl", "Mg", "O", "O", "C", "C", "C", "H", "H", "H"],
  "coordinates": [[2.632, 0.908, 0.990], [-0.755, 0.349, 2.544], [0.244, 3.275, -0.731], [0.338, 0.028, 0.641], [1.153, 2.584, -0.800], [-1.183, -1.423, -0.508], [0.044, -1.032, -0.126], [-2.079, -0.851, -0.261], [-1.294, -2.285, -1.166], [0.900, -1.553, -0.583]],
  "lowdin_charge": [0.66, 0.45, 0.06, -0.77, -0.07, -0.04, -0.47, 0.04, 0.04, 0.09]
}

***

{
  "formula": "C3H3N2",
  "method": "ωB97M-V/def2-TZVPD",
  "gap_ev": 10.667,
  "charge": 1,
  "relative_energy_kj_mol": 106.2,
  "symbols": ["N", "N", "C", "C", "C", "H", "H", "H"],
  "coordinates": [[0.568, 0.126, -2.531], [0.041, 1.509, 1.567], [0.237, -0.420, -1.579], [-0.212, -1.041, -0.395], [-0.042, 0.559, 0.892], [0.298, 2.191, 2.266], [0.407, -1.779, 0.101], [-1.296, -1.144, -0.319]],
  "lowdin_charge": [0.26, 0.29, -0.24, 0.12, 0.19, 0.15, 0.12, 0.12]
}

***

{
  "formula": "C3H3N2",
  "method": "ωB97M-V/def2-TZVPD",
  "gap_ev": [9.024, 8.241],
  "charge": 1,
  "relative_energy_kj_mol": 227.7,
  "smiles": "C=[N+]=CC#N",
  "symbols": ["N", "N", "C", "C", "C", "H", "H", "H"],
  "coordinates": [[-0.090, 0.679, -0.094], [0.726, -2.845, -0.225], [0.257, 1.506, 0.727], [-0.541, -0.731, -0.735], [0.205, -1.843, -0.453], [-0.124, 1.553, 1.750], [-1.383, -0.615, -1.399], [0.950, 2.297, 0.429]],
  "lowdin_charge": [0.17, 0.30, 0.10, 0.18, -0.17, 0.14, 0.13, 0.14]
}

***

{
  "formula": "C3H3N2O",
  "method": "ωB97M-V/def2-TZVPD",
  "gap_ev": [8.139, 8.137],
  "charge": 1,
  "relative_energy_kj_mol": 311.8,
  "symbols": ["O", "N", "N", "C", "C", "C", "H", "H", "H"],
  "coordinates": [[4.486, -1.116, 0.110], [0.657, 0.239, 0.433], [2.698, 1.579, -0.074], [1.747, 0.974, 0.131], [4.198, -0.117, -0.299], [-0.374, 0.094, -0.327], [-1.330, -0.469, 0.113], [0.769, -0.150, 1.441], [-0.665, 0.351, -1.440]],
  "lowdin_charge": [0.11, 0.08, 0.23, -0.24, -0.02, 0.21, 0.18, 0.26, 0.19]
}

***

{
  "formula": "C3H3N2O2",
  "method": "ωB97M-V/def2-TZVPD",
  "gap_ev": 5.538,
  "charge": -1,
  "relative_energy_kj_mol": 274.2,
  "symbols": ["O", "O", "N", "N", "C", "C", "C", "H", "H", "H"],
  "coordinates": [[-0.705, 1.657, -2.615], [-1.019, 3.068, -0.817], [1.889, -1.777, 0.937], [-0.561, 0.561, -0.039], [-0.004, -0.345, 0.673], [-0.875, 2.175, -1.565], [0.635, -1.528, 0.775], [-1.082, 1.277, 0.444], [1.934, -2.844, 1.391], [-0.211, -2.244, 0.816]],
  "lowdin_charge": [0.11, 0.11, -0.11, 0.02, -0.20, -0.53, -0.52, 0.01, 0.04, 0.08]
}

***

{
  "formula": "C3H3N2O3",
  "method": "ωB97M-V/def2-TZVPD",
  "gap_ev": 7.741,
  "charge": -1,
  "relative_energy_kj_mol": 301.4,
  "smiles": "N/N=C(\\[O-])OC=C=O",
  "symbols": ["O", "O", "O", "N", "N", "C", "C", "C", "H", "H", "H"],
  "coordinates": [[-2.805, 0.815, -0.137], [-0.546, -1.929, 0.070], [1.640, -1.489, -0.164], [0.967, 1.244, -0.391], [0.036, 0.136, -0.250], [-1.847, -1.478, -0.141], [-2.158, -0.180, -0.116], [0.486, -1.084, -0.135], [-2.686, -2.049, -0.464], [1.808, 0.795, -0.509], [1.148, 1.721, 0.569]],
  "lowdin_charge": [0.05, -0.01, -0.02, -0.01, -0.05, -0.15, -0.25, -0.72, 0.09, -0.02, 0.08]
}

***

{
  "formula": "C3H3N2O3",
  "method": "ωB97M-V/def2-TZVPD",
  "gap_ev": [7.955, 7.957],
  "charge": -1,
  "relative_energy_kj_mol": 256.0,
  "smiles": "N/N=C(\\C=O)C(=O)[O-]",
  "symbols": ["O", "O", "O", "N", "N", "C", "C", "C", "H", "H", "H"],
  "coordinates": [[0.117, 2.588, -1.317], [-1.569, 1.084, -1.458], [0.634, -2.058, -0.642], [0.610, -0.317, 1.952], [0.248, 0.655, 1.084], [0.272, 0.314, -0.275], [0.100, -0.958, -0.881], [-0.419, 1.498, -1.129], [-0.137, -0.448, 2.646], [0.846, -1.292, 1.592], [-0.704, -1.068, -1.571]],
  "lowdin_charge": [-0.05, -0.09, -0.04, -0.05, 0.02, -0.12, -0.24, -0.70, 0.08, 0.09, 0.10]
}

***

{
  "formula": "C3H3N2O4P",
  "method": "ωB97M-V/def2-TZVPD",
  "gap_ev": 6.768,
  "charge": -2,
  "relative_energy_kj_mol": 119.3,
  "smiles": "O=c1ccn(P(=O)([O-])[O-])[nH]1",
  "symbols": ["P", "O", "O", "O", "O", "N", "N", "C", "C", "C", "H", "H", "H"],
  "coordinates": [[-2.940, -0.285, 0.011], [-2.935, 0.044, -1.479], [1.727, -1.903, -0.698], [-3.118, -1.767, 0.412], [-3.676, 0.664, 0.990], [-1.211, -0.203, 0.306], [-0.549, -1.186, -0.327], [-0.219, 0.648, 0.692], [0.859, -1.114, -0.242], [1.049, 0.117, 0.450], [1.875, 0.558, 0.839], [-0.327, 1.503, 1.399], [-1.291, -1.769, -0.897]],
  "lowdin_charge": [0.07, -0.47, -0.13, -0.48, -0.50, -0.16, 0.05, -0.12, -0.52, -0.06, 0.03, 0.11, 0.18]
}

***

{
  "formula": "C3H3N2OS",
  "method": "ωB97M-V/def2-TZVPD",
  "gap_ev": 7.276,
  "charge": 1,
  "relative_energy_kj_mol": 623.2,
  "symbols": ["S", "O", "N", "N", "C", "C", "C", "H", "H", "H"],
  "coordinates": [[0.983, 1.528, 0.294], [-2.564, -1.189, 0.600], [-3.685, -0.645, -0.386], [-1.494, 0.543, -0.596], [2.222, 0.028, 0.120], [-2.544, -0.186, -0.239], [-0.416, 0.839, -0.149], [1.883, -0.925, 0.736], [3.272, 0.253, 0.588], [2.343, -0.246, -0.968]],
  "lowdin_charge": [1.10, 0.09, 0.35, 0.28, -0.24, -0.51, -0.34, 0.10, 0.10, 0.07]
}

***

{
  "formula": "C3H3N2S2",
  "method": "ωB97M-V/def2-TZVPD",
  "gap_ev": 6.122,
  "charge": -1,
  "relative_energy_kj_mol": 44.5,
  "symbols": ["S", "S", "N", "N", "C", "C", "C", "H", "H", "H"],
  "coordinates": [[-1.394, 0.666, -2.488], [-1.276, -0.271, 1.452], [-0.542, 2.101, 1.419], [-0.468, 2.471, 0.361], [-0.796, 0.336, -1.050], [0.986, -1.067, 0.042], [-0.372, -0.400, -0.038], [1.316, -1.210, -0.920], [0.851, -2.147, 0.552], [1.696, -0.479, 0.670]],
  "lowdin_charge": [0.52, 0.39, -0.15, -0.02, -0.82, -0.16, -0.95, 0.01, 0.11, 0.07]
}

***

{
  "formula": "C3H3N3",
  "method": "ωB97M-V/def2-TZVPD",
  "gap_ev": [6.377, 6.473],
  "charge": 0,
  "relative_energy_kj_mol": 586.1,
  "symbols": ["N", "N", "N", "C", "C", "C", "H", "H", "H"],
  "coordinates": [[-0.427, -1.412, -0.268], [-0.873, 2.593, -0.351], [2.119, -0.353, -0.457], [0.968, -0.434, -0.098], [-0.375, 1.625, 0.045], [0.222, 0.491, 0.615], [-0.500, -1.592, -1.263], [0.254, 0.337, 1.685], [-1.389, -1.255, 0.093]],
  "lowdin_charge": [0.13, 0.18, 0.18, -0.53, -0.20, -0.04, 0.06, 0.13, 0.08]
}

***

{
  "formula": "C3H3N3",
  "method": "ωB97M-V/def2-TZVPD",
  "gap_ev": [8.100, 8.102],
  "charge": 0,
  "relative_energy_kj_mol": 537.1,
  "symbols": ["N", "N", "N", "C", "C", "C", "H", "H", "H"],
  "coordinates": [[1.017, -1.200, 0.408], [-0.275, -1.318, 0.240], [-1.181, -1.211, -0.676], [0.080, 0.847, -0.166], [-1.082, 0.009, 0.103], [1.218, 0.134, 0.098], [0.036, 1.900, -0.399], [2.246, 0.478, 0.033], [-1.945, 0.336, 0.691]],
  "lowdin_charge": [0.06, -0.11, 0.18, -0.05, -0.25, -0.14, 0.09, 0.10, 0.12]
}

***

Which E belongs to each record? In order, -17390.6451 -6128.4774 -6127.2188 -8175.6778 -10233.1847 -12281.0407 -12281.5110 -23620.2082 -19008.4949 -27810.4252 -7623.4752 -7623.9828 eV.